No. 1
# C18H23N5O4S

An isolated molecule of C18H23N5O4S in a non-equilibrium geometry (the ωB97M-V functional and the def2-TZVPD basis, OMol25).

Last column: natural (NBO) charge in e.
CARTESIAN COORDINATES (ANGSTROEM)
C1 2.3626 2.9072 0.7787  -0.631
C2 2.9812 1.5306 0.8869  -0.628
H1 3.3800 1.3328 1.8770  0.228
H2 3.7385 1.3522 0.1303  0.238
S1 1.6827 0.3011 0.5776  2.313
O1 0.6758 0.4299 1.5909  -0.949
O2 1.2899 0.4048 -0.7977  -0.958
N1 2.5639 -1.1239 0.7633  -0.678
C3 2.4438 -2.1094 -0.2904  -0.246
H3 2.1535 -1.5608 -1.1855  0.240
H4 3.4260 -2.5645 -0.4579  0.199
C4 1.3995 -3.1830 0.0933  -0.238
N2 0.5174 -2.7187 1.1341  -0.433
C5 -0.6806 -2.0915 0.8656  0.269
C6 -0.9909 -1.5768 -0.3810  -0.361
C7 -2.2091 -0.9409 -0.6549  0.253
N3 -2.4485 -0.3734 -1.8627  -0.584
C8 -1.4472 0.2379 -2.7000  -0.225
C9 -1.1676 1.6726 -2.3179  -0.069
C10 -0.8691 2.6219 -3.2900  0.032
N4 -0.5883 3.8841 -3.0259  -0.415
C11 -0.6013 4.2746 -1.7629  0.020
C12 -0.8848 3.4188 -0.7103  -0.249
C13 -1.1676 2.0931 -0.9937  -0.164
H5 -1.3680 1.3994 -0.1911  0.229
H6 -0.8854 3.7761 0.3078  0.218
H7 -0.3727 5.3191 -1.5946  0.190
H8 -0.8511 2.3514 -4.3389  0.185
H9 -0.5042 -0.3091 -2.6356  0.216
H10 -1.7995 0.1956 -3.7351  0.211
H11 -3.3715 0.0564 -1.9279  0.431
C14 -3.1934 -0.9379 0.3739  -0.054
C15 -2.8817 -1.4976 1.6234  -0.137
C16 -1.6607 -2.0430 1.8822  -0.299
H12 -1.4591 -2.4738 2.8489  0.216
H13 -3.6510 -1.4806 2.3803  0.249
N5 -4.4579 -0.3474 0.2381  0.518
O3 -5.1850 -0.2871 1.2187  -0.403
O4 -4.8069 0.1026 -0.8586  -0.445
H14 -0.2496 -1.5990 -1.1592  0.219
C17 1.2107 -2.4485 2.3732  -0.229
H15 1.4234 -3.3910 2.8946  0.192
C18 2.5379 -1.6963 2.0898  -0.242
H16 2.6627 -0.8812 2.8014  0.222
H17 3.3958 -2.3705 2.1712  0.205
H18 0.5766 -1.8241 2.9989  0.233
H19 1.9139 -4.0664 0.4905  0.198
H20 0.8134 -3.4932 -0.7711  0.227
H21 1.5703 3.0067 1.5166  0.226
H22 1.9283 3.0359 -0.2101  0.234
H23 3.1048 3.6848 0.9457  0.225

The molar mass is 405.48 g mol⁻¹. Its LUMO energy is 0.04 eV. The calculation puts the max |F| at 1.37 eV Å⁻¹. Its HOMO energy is -8.03 eV. The spin multiplicity is 1. The calculation puts the HOMO-LUMO gap at 8.07 eV. Its total energy is -45512.004 eV.

***

No. 2
# C18H23N5OS

An isolated molecule of C18H23N5OS (the ωB97M-V functional and the def2-TZVPD basis, OMol25).

Last column: natural (NBO) charge in e.
CARTESIAN COORDINATES (ANGSTROEM)
N1 1.7940 -5.2303 -3.9038  -0.246
C1 1.5368 -4.4881 -3.0667  0.236
C2 1.1566 -3.5983 -2.0159  -0.104
N2 1.9001 -2.6152 -1.6624  -0.149
N3 1.3170 -1.9319 -0.6603  -0.441
C3 0.0870 -2.3673 -0.1757  0.263
N4 -0.6289 -1.9128 0.7538  -0.499
C4 -0.1609 -0.7300 1.4601  -0.234
C5 -0.5139 0.5655 0.7284  -0.226
C6 0.0361 1.8034 1.4769  -0.405
C7 -1.1229 2.8000 1.5598  -0.406
C8 -2.3305 1.8723 1.6791  -0.045
N5 -3.6378 2.4693 1.4578  -0.599
C9 -3.9763 3.7601 1.7177  0.631
O1 -3.2761 4.5532 2.3144  -0.594
C10 -5.3063 4.1131 1.2190  -0.199
C11 -6.3960 4.4294 0.8259  0.173
C12 -7.7224 4.8181 0.3485  -0.331
C13 -8.3629 3.7096 -0.4987  -0.381
C14 -9.7445 4.1288 -0.9914  -0.398
C15 -10.6535 4.5174 0.1714  -0.397
C16 -10.0184 5.6163 1.0191  -0.398
C17 -8.6381 5.2034 1.5203  -0.381
C18 -2.0373 0.7871 0.6437  -0.404
S1 -0.3471 -3.7871 -1.1439  0.380
H1 1.8088 -1.1325 -0.3021  0.420
H2 -0.6389 -0.7196 2.4424  0.205
H3 0.9226 -0.7644 1.6504  0.168
H4 -0.0995 0.5145 -0.2821  0.199
H5 0.3386 1.5116 2.4875  0.200
H6 0.9164 2.2280 0.9945  0.217
H7 -1.0366 3.5031 2.3817  0.245
H8 -1.2078 3.3792 0.6358  0.204
H9 -2.3095 1.4261 2.6821  0.186
H10 -4.3095 1.9312 0.9359  0.401
H11 -7.5949 5.7034 -0.2864  0.226
H12 -7.7091 3.4640 -1.3376  0.213
H13 -8.4467 2.8082 0.1171  0.200
H14 -9.6410 4.9830 -1.6697  0.194
H15 -10.1920 3.3201 -1.5726  0.212
H16 -11.6277 4.8407 -0.2009  0.210
H17 -10.8313 3.6370 0.7987  0.194
H18 -9.9260 6.5279 0.4183  0.194
H19 -10.6606 5.8640 1.8665  0.213
H20 -8.7283 4.3406 2.1879  0.201
H21 -8.1761 6.0055 2.0978  0.219
H22 -2.3122 1.1729 -0.3417  0.208
H23 -2.5971 -0.1347 0.8093  0.225

The molar mass is 357.48 g mol⁻¹. Its LUMO energy is -0.02 eV. The calculation puts the max |F| at 0.32 eV Å⁻¹. Its HOMO energy is -8.99 eV. The spin multiplicity is 1. The calculation puts the HOMO-LUMO gap at 8.96 eV. Its total energy is -39370.544 eV.

***

No. 3
# C18H23N6O6PPd

A structure of composition C18H23N6O6PPd (the ωB97M-V functional and the def2-TZVPD basis, OMol25).

Last column: natural (NBO) charge in e.
CARTESIAN COORDINATES (ANGSTROEM)
Pd1 0.3378 0.5937 -0.2336  1.011
C1 4.5531 0.1356 0.0230  -0.225
C2 4.9746 1.4527 0.1109  -0.111
C3 4.0394 2.4714 0.0408  -0.195
C4 2.7044 2.1485 -0.1150  0.182
N1 2.3058 0.8665 -0.1865  -0.418
C5 3.2039 -0.1179 -0.1233  0.074
C6 1.6071 3.1322 -0.1792  0.163
C7 1.7902 4.4923 -0.3240  -0.194
C8 0.6805 5.3223 -0.3334  -0.109
C9 -0.5804 4.7720 -0.1841  -0.219
C10 -0.6969 3.4000 -0.0622  0.077
N2 0.3736 2.5984 -0.0732  -0.409
H1 5.2548 -0.6845 0.0727  0.249
H2 6.0233 1.6882 0.2325  0.253
H3 4.3490 3.5033 0.1184  0.245
H4 2.8075 -1.1148 -0.2181  0.215
H5 2.7828 4.9045 -0.4321  0.245
H6 0.8053 6.3907 -0.4475  0.254
H7 -1.4674 5.3890 -0.1647  0.257
H8 -1.6550 2.9261 0.0728  0.222
C11 -2.4443 1.4267 -2.4719  -0.671
C12 -2.6127 0.9603 -1.0703  0.418
N3 -1.6696 0.4606 -0.2841  -0.489
C13 -2.2718 0.1073 0.9201  -0.007
C14 -3.6004 0.3764 0.8321  0.038
N4 -3.7818 0.9212 -0.4137  -0.469
C15 -4.7924 0.3160 1.7353  0.762
O1 -4.6686 -0.3546 2.8584  -0.637
O2 -5.7906 0.8867 1.3835  -0.555
C16 -1.4974 -0.5684 1.9991  0.769
O3 -2.0878 -1.2085 2.8729  -0.692
O4 -0.2333 -0.4932 1.8514  -0.802
H9 -1.3856 1.5384 -2.6965  0.245
H10 -2.9458 2.3805 -2.6351  0.251
H11 -2.8682 0.7019 -3.1676  0.260
H12 -4.6890 1.2334 -0.7396  0.467
H13 -3.7570 -0.7449 2.9420  0.518
N5 0.1410 -2.9945 2.3505  -0.709
C17 1.0496 -3.3424 1.2185  -0.609
P1 0.2485 -2.8894 -0.3661  2.167
O5 -1.1328 -3.4706 -0.2651  -1.134
O6 0.5080 -1.4707 -0.7780  -1.122
C18 1.0308 -3.9668 -1.6531  -0.616
N6 -0.0560 -4.9171 -2.1030  -0.695
H14 -0.8002 -3.3771 2.1995  0.456
H15 -0.0085 -1.9305 2.3928  0.478
H16 0.4820 -3.3430 3.2469  0.437
H17 1.2040 -4.4204 1.2384  0.243
H18 2.0063 -2.8412 1.3558  0.243
H19 1.8872 -4.5369 -1.2996  0.251
H20 1.3369 -3.3546 -2.4972  0.265
H21 0.1751 -5.8963 -1.9339  0.443
H22 -0.2770 -4.8123 -3.0936  0.445
H23 -0.8919 -4.6462 -1.5232  0.487

The molar mass is 556.81 g mol⁻¹. Its LUMO energy is -6.08 eV. The calculation puts the max |F| at 0.98 eV Å⁻¹. Its HOMO energy is -14.47 eV. The spin multiplicity is 1. As for the charge: +2. The calculation puts the HOMO-LUMO gap at 8.39 eV. Its total energy is -53024.732 eV.

***

No. 4
# C18H23N6O6PPd

A structure of composition C18H23N6O6PPd (the ωB97M-V functional and the def2-TZVPD basis, OMol25).

Last column: natural (NBO) charge in e.
CARTESIAN COORDINATES (ANGSTROEM)
Pd1 -0.3010 -0.4120 -0.1144  1.074
C1 -3.2663 -3.6520 0.4820  -0.233
C2 -4.5059 -3.0379 0.4448  -0.123
C3 -4.5727 -1.6566 0.3533  -0.215
C4 -3.3975 -0.9225 0.3025  0.161
N1 -2.2018 -1.5259 0.3233  -0.475
C5 -2.1372 -2.8556 0.4121  0.073
C6 -3.3883 0.5722 0.2483  0.153
C7 -4.5059 1.3461 0.5318  -0.219
C8 -4.3860 2.7269 0.4948  -0.136
C9 -3.1600 3.2927 0.1800  -0.238
C10 -2.0946 2.4464 -0.0822  0.055
N2 -2.2113 1.1196 -0.0475  -0.495
H1 -3.1676 -4.7249 0.5608  0.251
H2 -5.4136 -3.6247 0.4865  0.247
H3 -5.5329 -1.1640 0.3143  0.236
H4 -1.1461 -3.2893 0.4304  0.218
H5 -5.4481 0.8912 0.8005  0.236
H6 -5.2397 3.3518 0.7203  0.246
H7 -3.0253 4.3647 0.1481  0.247
H8 -1.1134 2.8353 -0.3287  0.215
C11 -1.6039 -0.0164 3.4123  -0.658
C12 -0.1839 0.0141 2.9858  0.432
N3 0.2982 -0.1055 1.7592  -0.442
C13 1.6746 -0.0167 1.8410  -0.035
C14 2.0294 0.1599 3.1402  0.064
N4 0.8518 0.1811 3.8319  -0.460
C15 3.3058 0.3271 3.9049  0.762
O1 4.4328 0.2899 3.2227  -0.634
O2 3.2319 0.4792 5.0919  -0.539
C16 2.4610 -0.1065 0.6093  0.787
O3 3.6727 0.0019 0.5682  -0.625
O4 1.7232 -0.3124 -0.4550  -0.781
H9 -2.2478 -0.0466 2.5408  0.237
H10 -1.8444 0.8699 3.9995  0.256
H11 -1.8010 -0.8950 4.0276  0.258
H12 0.8204 0.3052 4.8371  0.469
H13 4.2866 0.1422 2.2614  0.516
N5 -1.6997 1.1819 -4.5611  -0.679
C17 -0.8174 -0.0302 -4.6872  -0.601
P1 0.1919 0.0267 -3.1475  2.150
O5 0.4619 1.4812 -2.9496  -1.141
O6 -0.6055 -0.7638 -2.1309  -1.087
C18 1.7963 -0.7807 -3.5358  -0.614
N6 2.8666 -0.0214 -2.8275  -0.696
H14 -1.1050 1.9443 -4.1884  0.479
H15 -2.4411 1.0245 -3.8752  0.446
H16 -2.1290 1.4561 -5.4456  0.450
H17 -0.1928 0.1243 -5.5657  0.250
H18 -1.4314 -0.9177 -4.8114  0.264
H19 1.9915 -0.7549 -4.6070  0.251
H20 1.8125 -1.8119 -3.1890  0.268
H21 3.8004 -0.3754 -3.0328  0.443
H22 2.6634 -0.1078 -1.7894  0.483
H23 2.8137 0.9734 -3.0613  0.452

The molar mass is 556.81 g mol⁻¹. Its LUMO energy is -5.83 eV. The calculation puts the max |F| at 0.62 eV Å⁻¹. Its HOMO energy is -14.27 eV. The spin multiplicity is 1. As for the charge: +2. The calculation puts the HOMO-LUMO gap at 8.45 eV. Its total energy is -53024.349 eV.